This record from OMol25 describes a cluster of 16 separate species, C20H72N8O16 in total. The level of theory is ωB97M-V/def2-TZVPD.

Calculated values
**DFT total energy**: -2446.79514 hartree
**HOMO-LUMO gap**: 8.7 eV
**Spin multiplicity**: 1
**HOMO level**: -8.99 eV
**Energy relative to the best compared isomer or geometry (same formula, charge and spin)**: 2.280 eV

Each line ends with the Löwdin charge.
Cartesian coordinates (Å):
C (2.9277, 3.0483, -2.8929)  -0.07
C (2.2158, 2.8118, -1.5891)  -0.30
O (1.4191, 1.6817, -1.7289)  -0.13
H (3.5384, 3.9539, -2.8476)  0.08
H (2.1791, 3.1608, -3.6770)  0.06
H (3.5750, 2.1270, -3.1865)  0.10
H (1.4543, 3.6446, -1.4230)  0.12
H (2.8683, 2.6157, -0.7239)  0.12
H (0.5994, 1.8390, -2.1957)  0.03
C (1.3708, 0.0740, -4.4664)  -0.07
C (0.8032, 1.0176, -5.5602)  -0.28
O (-0.5942, 0.9107, -5.6977)  -0.11
H (1.5044, -0.8169, -4.9605)  0.04
H (0.7545, -0.0523, -3.5475)  0.07
H (2.3378, 0.4097, -4.2077)  0.03
H (1.2107, 0.6617, -6.5422)  0.13
H (1.0726, 2.0324, -5.2720)  0.09
H (-0.7486, 1.2040, -6.6362)  0.14
C (0.0401, -0.0559, 1.3423)  -0.04
C (-0.3532, -0.6653, -0.0333)  -0.26
O (-1.3010, 0.1490, -0.7093)  -0.12
H (0.3021, 1.0347, 1.3427)  0.07
H (0.8255, -0.6921, 1.7390)  0.04
H (-0.9267, -0.0111, 2.0337)  0.10
H (-0.8485, -1.6376, 0.1056)  0.09
H (0.4424, -0.8557, -0.7336)  0.09
H (-1.9758, 0.3141, -0.0761)  0.04
C (2.9417, 3.9972, 2.0694)  -0.09
C (1.6767, 3.4708, 1.5740)  -0.40
O (0.7603, 3.5962, 2.5953)  -0.09
H (3.7916, 3.5479, 1.4595)  0.09
H (3.0632, 3.8099, 3.1645)  0.09
H (2.9500, 5.1374, 1.9265)  0.10
H (1.6692, 2.3736, 1.4494)  0.09
H (1.2789, 3.9683, 0.7006)  0.10
H (-0.0974, 3.3946, 2.2981)  -0.01
C (-4.9902, 0.1485, 0.2153)  -0.61
O (-4.0596, -0.8701, 0.1503)  -0.07
N (-5.4807, 0.5523, 1.3566)  0.16
N (-5.2365, 0.9171, -0.8391)  0.14
H (-5.2240, -0.0671, 2.1028)  0.14
H (-6.1648, 1.3043, 1.4538)  0.15
H (-4.8082, 0.6128, -1.7128)  0.15
H (-5.8537, 1.7563, -0.7265)  0.16
C (-2.4662, 2.6155, 0.8965)  -0.62
O (-1.2194, 3.0871, 1.0676)  -0.07
N (-3.1456, 2.0515, 1.7855)  0.21
N (-3.1226, 2.5928, -0.2473)  0.17
H (-2.6321, 1.7508, 2.6035)  0.08
H (-4.0169, 1.5753, 1.4794)  0.07
H (-3.8198, 1.8616, -0.4525)  0.05
H (-2.6329, 3.0009, -1.0192)  0.06
C (-1.2248, 2.8512, -3.1332)  -0.57
O (-1.4771, 3.5938, -4.3469)  -0.17
N (-1.1326, 3.3511, -1.9306)  0.13
N (-1.0645, 1.5725, -3.1017)  0.15
H (-0.8336, 4.3458, -1.9111)  0.16
H (-0.8693, 2.8966, -1.0946)  0.06
H (-1.0659, 1.1711, -4.0750)  0.10
H (-0.9842, 0.9695, -2.2413)  0.10
C (3.3136, -0.8587, -0.7139)  -0.59
O (2.8569, -0.1836, 0.4067)  -0.10
N (3.0929, -0.2875, -1.9037)  0.15
N (4.1029, -1.8787, -0.7327)  0.17
H (2.3727, 0.4876, -1.8528)  0.05
H (3.4831, -0.5980, -2.7665)  0.09
H (4.4916, -2.3758, -1.5444)  0.13
H (4.1981, -2.4172, 0.1327)  0.13
C (3.2573, 0.7551, 3.3811)  -0.16
O (2.4220, 1.5020, 4.2010)  -0.13
H (4.1497, 0.3097, 3.8703)  0.10
H (3.4424, 1.2863, 2.4800)  0.04
H (2.5695, -0.1258, 3.1426)  0.07
H (1.7110, 1.9359, 3.7365)  0.02
C (-2.1279, -2.5285, 2.6122)  -0.22
O (-2.5711, -2.2548, 3.8283)  -0.10
H (-2.2825, -1.6031, 2.0969)  0.05
H (-2.7946, -3.3093, 2.2050)  0.10
H (-1.0682, -2.8510, 2.8062)  0.09
H (-2.5516, -3.0499, 4.3375)  0.08
C (0.8439, -2.2422, 4.7481)  -0.16
O (2.0460, -1.6797, 5.2638)  -0.08
H (-0.0385, -2.1663, 5.2643)  0.05
H (1.0515, -3.2308, 4.4603)  0.06
H (0.5996, -1.6289, 3.8565)  0.07
H (1.8150, -0.7733, 5.1309)  0.03
C (-1.3127, -4.7573, 0.0063)  -0.17
O (-2.0745, -3.6314, -0.2318)  -0.15
H (-1.7165, -5.7322, -0.2960)  0.10
H (-1.1311, -4.6727, 1.0513)  0.06
H (-0.3086, -4.5363, -0.3862)  0.05
H (-1.9199, -3.4230, -1.2157)  0.08
C (-0.9415, 1.5510, 4.6253)  -0.13
O (-2.1548, 1.0838, 4.1429)  -0.13
H (-0.1975, 1.2007, 3.9561)  0.03
H (-0.6568, 1.0432, 5.5717)  0.11
H (-0.8719, 2.6569, 4.5859)  0.10
H (-2.8011, 0.8550, 4.8010)  0.09
C (1.5198, -3.5752, -2.3349)  -0.14
O (2.6359, -4.4018, -2.0599)  -0.10
H (1.5159, -3.4087, -3.4072)  0.08
H (1.6216, -2.5866, -1.8995)  0.06
H (0.5047, -4.0667, -2.1646)  0.10
H (3.3601, -4.0101, -2.4703)  0.04
C (1.6171, -3.4188, 1.3155)  -0.13
O (2.1016, -4.6127, 0.7026)  -0.08
H (2.4078, -2.6343, 1.2692)  0.07
H (1.4729, -3.4566, 2.4315)  0.08
H (0.7580, -3.1096, 0.8335)  0.02
H (2.2055, -4.4160, -0.1707)  -0.04
C (-2.4425, -2.3164, -3.3445)  -0.15
O (-1.1686, -1.9964, -2.8184)  -0.17
H (-2.3799, -3.3613, -3.8339)  0.12
H (-2.7746, -1.5295, -3.9892)  0.06
H (-3.1342, -2.3919, -2.4900)  0.07
H (-1.3212, -1.4196, -1.9990)  0.07

Force components x, y, z for each atom (eV/Å):
C 1.325 -1.058 -0.555
C -1.071 1.431 -0.070
O -0.681 -1.361 0.757
H 0.092 -0.175 -0.148
H 0.023 0.149 -0.085
H -0.894 1.674 0.618
H 1.582 -0.468 0.267
H -0.225 0.401 -0.325
H 0.080 0.229 -0.450
C -1.747 1.449 -0.006
C 1.018 -0.824 0.382
O -0.538 -0.075 -1.913
H 0.108 -2.612 -0.633
H 0.458 0.100 -0.938
H 0.973 0.637 0.382
H 0.332 0.829 0.853
H 0.042 0.295 -0.565
H -0.418 -0.294 1.706
C -2.153 0.662 0.261
C -0.278 -0.111 1.413
O 0.798 0.130 -1.176
H 0.275 -1.206 -0.609
H 0.022 0.270 0.420
H 1.892 -0.654 -1.244
H 0.235 0.060 0.384
H 0.738 0.393 0.026
H -1.343 0.167 0.628
C 2.517 1.774 -0.330
C -1.358 -1.896 -0.026
O 0.701 1.345 3.198
H -0.742 0.701 0.955
H 0.043 -0.114 -1.007
H 0.194 -1.545 0.250
H 0.937 0.255 -1.113
H 0.248 0.059 -0.520
H -2.003 -0.423 -1.014
C 5.403 -5.426 -1.642
O -4.738 4.966 0.326
N -1.403 0.045 1.775
N -1.379 0.730 -1.161
H -0.326 0.072 0.627
H 0.300 -0.713 0.105
H -0.553 0.392 0.206
H 0.909 -1.365 -0.791
C 5.996 2.630 -1.695
O -4.760 -1.391 -1.280
N -2.299 -2.492 4.288
N -0.483 0.691 -2.716
H -0.471 -0.246 0.632
H 1.448 0.792 1.212
H 1.062 1.166 0.303
H -0.324 0.192 -0.496
C -1.405 3.681 -6.650
O 1.522 -3.649 6.673
N 0.728 5.914 0.994
N -0.034 -4.188 -2.420
H -0.800 -0.916 0.036
H 0.640 -1.114 0.916
H -0.291 0.066 1.335
H -0.541 0.932 -0.899
C -2.430 6.284 3.395
O 2.044 -4.027 -4.816
N -1.375 1.052 0.508
N 2.362 -4.344 1.644
H 0.829 -0.845 -0.508
H 0.098 -0.345 -0.159
H -0.685 0.986 0.532
H 0.059 0.501 -0.462
C -1.994 -2.804 -0.556
O 0.333 0.900 2.651
H -0.569 0.904 0.005
H 0.748 0.175 -0.858
H 1.571 0.476 -0.554
H -0.117 0.358 -0.681
C 1.133 -1.599 -1.885
O -2.128 1.731 4.764
H 0.561 0.117 -1.131
H 0.810 0.109 -0.731
H -0.469 0.157 -1.686
H -0.112 -0.574 0.752
C 1.852 1.354 -2.609
O -0.919 -0.700 0.589
H -1.859 0.052 2.386
H 0.045 -1.372 -0.313
H 0.045 -0.666 -0.208
H 0.837 1.510 0.344
C 1.819 0.184 0.373
O -1.073 1.316 -3.438
H -0.012 0.298 -0.037
H 0.016 -0.922 1.169
H -0.158 -0.968 -0.247
H -0.594 -0.161 2.200
C 0.934 0.207 1.079
O -1.021 -0.413 -0.954
H 0.722 -0.306 -0.895
H -0.330 0.893 -0.143
H -0.108 -0.554 0.654
H -0.009 -0.032 0.606
C -1.251 -0.197 -1.418
O -1.985 -1.397 1.555
H -0.222 0.244 -0.399
H -0.342 0.027 0.547
H 1.747 0.525 0.374
H 1.900 0.808 -1.053
C 2.931 0.139 1.758
O -0.757 -0.732 4.619
H -0.672 -0.103 -0.292
H -0.138 -0.866 -1.259
H -1.949 0.949 -0.770
H 0.738 0.541 -3.894
C -0.029 -1.833 0.733
O 0.314 0.956 1.791
H -0.167 1.848 0.437
H -0.347 0.184 -0.820
H -0.254 -0.082 -0.453
H 0.241 -0.903 -1.695